1.
{"formula": "C19H37AlNO4Si", "method": "ωB97M-V/def2-TZVPD", "total_charge": -1, "e_homo_ev": [-3.584, -2.431], "multiplicity": 1, "gap_ev": [6.3, 5.1], "molar_mass_g_mol": 398.6, "symbols": ["C", "C", "C", "C", "C", "Al", "N", "C", "C", "H", "H", "H", "H", "H", "H", "H", "H", "H", "H", "C", "C", "C", "C", "O", "Si", "O", "O", "C", "C", "C", "C", "O", "C", "C", "C", "C", "H", "H", "H", "H", "H", "H", "H", "H", "H", "H", "H", "H", "H", "H", "H", "H", "H", "H", "H", "H", "H", "H", "H", "H", "H", "H", "H"], "coordinates": [[-1.4033, 2.3385, -3.9306], [-1.9058, 3.3274, -3.0393], [-2.5075, 2.6376, -1.9203], [-2.3639, 1.2613, -2.1115], [-1.6230, 1.0409, -3.3321], [0.4650, 0.7407, -2.1106], [0.4074, -1.2036, -3.4953], [1.7203, 2.1703, -2.1263], [1.0376, 2.8800, -1.2805], [-3.0055, 3.1251, -1.0853], [-1.8650, 4.3983, -3.1794], [-2.8389, 0.4947, -1.5357], [-1.5234, 0.0763, -3.8468], [-0.9867, 2.5214, -4.9291], [0.5324, 3.8412, -1.5887], [2.4024, 1.2826, -1.8361], [0.7254, -0.4953, -4.2889], [1.4442, 2.9346, -0.2288], [1.6356, 2.1968, -3.2916], [3.8161, -1.7144, 0.2960], [2.4664, -2.0330, -0.3389], [2.6196, -2.3155, -1.8202], [1.8208, -3.2100, 0.3731], [1.6353, -0.8332, -0.2230], [0.2980, -0.2893, 0.6195], [-0.5193, 0.3967, -0.6626], [-0.3620, -1.4969, 1.5371], [-1.6408, -2.1639, 1.3285], [-1.8577, -2.4770, -0.1451], [-1.5675, -3.4495, 2.1445], [-2.7513, -1.2614, 1.8488], [0.9074, 0.8573, 1.6535], [0.1473, 1.8691, 2.3859], [-0.8830, 2.5445, 1.5004], [-0.5052, 1.2077, 3.5879], [1.1927, 2.8746, 2.8422], [4.4716, -2.5731, 0.1583], [3.7170, -1.5217, 1.3684], [4.2800, -0.8495, -0.1830], [3.4826, -2.9485, -1.9834], [1.7339, -2.7869, -2.2288], [2.7619, -1.3782, -2.3993], [1.6238, -3.0076, 1.4312], [0.8967, -3.5177, -0.1246], [2.5106, -4.0544, 0.3164], [-1.0591, -3.1177, -0.5328], [-2.8050, -3.0180, -0.2416], [-1.9071, -1.5666, -0.7495], [-1.3822, -3.2358, 3.2074], [-0.7733, -4.1154, 1.7748], [-2.5212, -3.9843, 2.0689], [-2.6367, -1.0949, 2.9279], [-2.7564, -0.2995, 1.3178], [-3.7173, -1.7520, 1.6856], [-1.7173, 1.8861, 1.2434], [-1.2815, 3.4058, 2.0282], [-0.4376, 2.9060, 0.5648], [0.2511, 0.7121, 4.2088], [-0.9976, 1.9743, 4.1904], [-1.2540, 0.4650, 3.2858], [1.9543, 2.3915, 3.4670], [1.6920, 3.3561, 1.9923], [0.7066, 3.6500, 3.4349]]}

2.
{"formula": "C4H13N2O2", "method": "ωB97M-V/def2-TZVPD", "total_charge": 1, "e_homo_ev": -12.804, "multiplicity": 1, "gap_ev": 9.0, "molar_mass_g_mol": 121.2, "symbols": ["O", "C", "C", "C", "C", "N", "N", "H", "H", "H", "H", "H", "H", "H", "H", "H", "H", "H", "H", "H", "O"], "coordinates": [[2.0358, -1.6496, -0.9276], [1.1075, -1.2787, -0.2726], [0.9867, 0.2375, 0.0221], [0.1253, 0.6680, 1.1561], [-1.3858, 0.6027, 0.7747], [-1.5664, 1.2518, -0.5006], [2.4657, 0.5830, 0.4315], [0.2516, -1.8204, 0.1520], [1.0102, 0.8183, -0.8628], [0.2293, 1.7288, 1.3549], [0.2817, 0.0785, 2.0544], [-2.0077, 1.0839, 1.5305], [-1.6570, -0.4536, 0.7892], [-2.1636, 2.0591, -0.4494], [-1.8071, 0.6943, -1.3054], [2.6301, 1.5662, 0.2037], [2.6847, 0.4752, 1.4180], [3.0578, -0.0498, -0.1088], [-1.8321, -2.8692, -1.4993], [-2.5151, -1.8114, -2.3610], [-1.9315, -1.9147, -1.5995]]}

3.
{"formula": "C6H8N3S", "method": "ωB97M-V/def2-TZVPD", "total_charge": 1, "e_homo_ev": -13.043, "multiplicity": 1, "gap_ev": 7.2, "molar_mass_g_mol": 154.2, "symbols": ["C", "C", "C", "C", "C", "C", "N", "N", "N", "S", "H", "H", "H", "H", "H", "H", "H", "H"], "coordinates": [[-1.1703, 0.6170, -0.2867], [-0.1863, -0.4348, 0.0733], [2.2929, -0.0849, 0.4896], [3.0303, 1.0108, 0.0738], [-2.6369, 0.4710, -0.3384], [-0.5926, -1.9822, 0.2846], [-0.5077, 1.7444, -0.5817], [0.7082, 1.8210, -0.4717], [1.0200, -0.1208, 0.2111], [2.2448, 2.3913, -0.6074], [2.6819, -0.9802, 0.8158], [4.0940, 0.8853, 0.2031], [-2.9564, 1.4817, -0.6069], [-3.0965, -0.2509, -1.0742], [-3.0410, 0.2118, 0.6876], [-1.1690, -2.0270, 1.2075], [-1.1207, -2.2521, -0.5574], [0.4051, -2.5013, 0.4782]]}

4.
{"formula": "C3H12NO2", "method": "ωB97M-V/def2-TZVPD", "total_charge": 1, "e_homo_ev": -13.979, "multiplicity": 1, "gap_ev": 10.8, "molar_mass_g_mol": 94.1, "symbols": ["C", "C", "C", "N", "H", "H", "H", "H", "H", "H", "H", "H", "H", "H", "O", "H", "H", "O"], "coordinates": [[-0.2068, 2.3453, 0.0102], [-0.5135, 1.3756, 1.0902], [-1.6942, 1.3987, 1.7091], [0.3718, 0.2343, 1.3203], [0.6375, 3.0258, 0.0250], [0.0650, 1.7528, -0.8913], [-1.0904, 2.8175, -0.3849], [-1.7589, 0.7851, 2.5971], [-2.5618, 1.7617, 1.1828], [-0.0895, -0.4654, 1.9170], [1.1922, 0.3243, 1.9288], [0.5920, -0.1860, 0.3934], [1.4033, -1.7321, -1.2101], [0.3210, -1.0384, -1.8545], [0.8473, -0.9496, -1.0437], [0.3711, -4.0984, -1.7048], [1.2495, -3.9330, -2.9034], [0.8644, -3.4185, -2.1813]]}

5.
{"formula": "C6H10O", "method": "ωB97M-V/def2-TZVPD", "e_homo_ev": [-7.018, -7.887], "multiplicity": 1, "gap_ev": [7.4, 8.8], "molar_mass_g_mol": 98.1, "symbols": ["C", "C", "C", "O", "C", "C", "C", "H", "H", "H", "H", "H", "H", "H", "H", "H", "H"], "coordinates": [[-1.3473, -1.3770, 1.3751], [-0.1634, -0.8950, 0.5678], [0.0328, 0.6226, 0.6871], [1.4403, 0.9188, 0.8012], [1.7308, 1.3366, -0.4217], [0.8630, 0.8374, -1.5044], [-0.2730, 1.2560, -0.6230], [-2.2517, -0.8443, 1.0661], [-1.2035, -1.1972, 2.4455], [-1.5056, -2.4448, 1.2129], [-0.3241, -1.1029, -0.4948], [0.7563, -1.4113, 0.8514], [-0.4660, 1.0349, 1.5720], [2.7720, 1.6460, -0.5142], [0.9627, 1.4463, -2.4091], [1.0062, -0.2342, -1.7632], [-1.2988, 1.1433, -0.9929]]}

6.
{"formula": "C2H5NO3", "method": "ωB97M-V/def2-TZVPD", "e_homo_ev": -10.333, "multiplicity": 1, "gap_ev": 11.0, "molar_mass_g_mol": 91.1, "symbols": ["C", "N", "O", "H", "H", "H", "O", "C", "O", "H", "H"], "coordinates": [[1.7098, -0.8723, -0.1826], [2.0116, -1.0041, 1.1353], [1.4310, 0.1429, -0.7634], [1.6662, -1.8905, -0.6283], [2.0241, -0.1930, 1.7380], [1.8002, -1.8736, 1.5875], [-2.2861, 1.5876, -0.3296], [-1.3893, 0.7943, -0.3343], [-1.5051, -0.4335, 0.2631], [-0.4695, 1.1201, -0.8195], [-2.3349, -0.8014, -0.0244]]}

7.
{"formula": "C5H33NO11", "method": "ωB97M-V/def2-TZVPD", "e_homo_ev": -9.317, "multiplicity": 1, "gap_ev": 9.3, "molar_mass_g_mol": 283.3, "symbols": ["C", "O", "C", "C", "C", "C", "N", "H", "H", "H", "H", "H", "H", "H", "H", "H", "H", "H", "H", "H", "H", "H", "O", "H", "H", "O", "H", "H", "O", "H", "H", "O", "H", "H", "O", "H", "H", "O", "H", "H", "O", "H", "H", "O", "H", "H", "O", "H", "H", "O"], "coordinates": [[1.2973, 0.0053, 1.6571], [0.4838, -1.1369, 1.1583], [1.6749, 0.6193, 0.3089], [0.6947, 1.7141, -0.1624], [0.9209, 2.2951, -1.5293], [-1.0061, 2.3098, -3.0670], [-0.0013, 1.4841, -2.4818], [0.7155, 0.7491, 2.1798], [2.1795, -0.4633, 2.0919], [-0.3581, -1.1149, 1.6156], [1.8093, -0.1412, -0.4005], [2.6158, 1.2234, 0.4241], [-0.2991, 1.1895, -0.0139], [0.6960, 2.5661, 0.5461], [0.4896, 3.2886, -1.5364], [1.9629, 2.0924, -1.8034], [-2.0049, 2.3545, -2.5763], [-0.7338, 3.3608, -3.1996], [-1.1813, 2.1498, -4.1503], [0.6034, 0.9830, -3.1166], [-1.8174, -0.5249, 3.6251], [-2.7382, 0.5521, 3.4181], [-1.7794, 0.4274, 3.3836], [0.7815, -2.8504, -0.5469], [2.0274, -3.0979, -1.3208], [1.1256, -3.4337, -1.2357], [4.1876, -1.9488, 1.3101], [4.3988, -1.6605, -0.1630], [4.4901, -1.2525, 0.7129], [-0.7287, 2.4946, 3.2354], [-1.3744, 3.1668, 1.9947], [-0.5786, 3.1549, 2.5380], [-2.1215, -2.6835, -0.7472], [-1.1353, -1.9017, -0.0110], [-1.4843, -2.8078, -0.0276], [-0.9674, -0.5983, -2.6619], [-1.8252, -0.5057, -3.8829], [-1.3800, -1.1601, -3.3378], [-1.6043, -2.7620, 1.9342], [-2.8734, -2.3485, 2.6096], [-1.9264, -2.1411, 2.6114], [-3.2729, -0.0599, 0.4481], [-1.9796, -0.2901, 1.3873], [-2.3499, -0.3421, 0.5006], [-1.6159, 3.4179, -0.1200], [-1.5902, 2.0115, 0.2158], [-2.2646, 2.7134, 0.0284], [3.6574, -0.9579, -2.3838], [2.5422, -0.7050, -1.3702], [3.1861, -1.3769, -1.6578]]}

8.
{"formula": "C36H90F4K2N2O32P6S4", "method": "ωB97M-V/def2-TZVPD", "e_homo_ev": -9.142, "multiplicity": 1, "gap_ev": 8.9, "molar_mass_g_mol": 1531.4, "symbols": ["K", "K", "N", "S", "O", "O", "F", "S", "O", "O", "F", "N", "S", "O", "O", "F", "S", "O", "O", "F", "C", "C", "O", "P", "O", "O", "C", "C", "O", "C", "C", "H", "H", "H", "H", "H", "H", "H", "H", "H", "H", "H", "H", "H", "H", "H", "C", "C", "O", "P", "O", "O", "C", "C", "O", "C", "C", "H", "H", "H", "H", "H", "H", "H", "H", "H", "H", "H", "H", "H", "H", "H", "C", "C", "O", "P", "O", "O", "C", "C", "O", "C", "C", "H", "H", "H", "H", "H", "H", "H", "H", "H", "H", "H", "H", "H", "H", "H", "C", "C", "O", "P", "O", "O", "C", "C", "O", "C", "C", "H", "H", "H", "H", "H", "H", "H", "H", "H", "H", "H", "H", "H", "H", "H", "C", "C", "O", "P", "O", "O", "C", "C", "O", "C", "C", "H", "H", "H", "H", "H", "H", "H", "H", "H", "H", "H", "H", "H", "H", "H", "C", "C", "O", "P", "O", "O", "C", "C", "O", "C", "C", "H", "H", "H", "H", "H", "H", "H", "H", "H", "H", "H", "H", "H", "H", "H"], "coordinates": [[-1.5563, -1.4973, -2.0339], [1.6557, -3.5025, -0.8260], [0.2813, -1.4211, -0.0038], [-0.6997, -1.6519, 1.3783], [-1.9980, -1.0967, 1.3720], [0.0534, -1.7793, 2.5667], [-0.9109, -3.1583, 0.9982], [1.0170, -0.0988, 0.3013], [2.4466, -0.2150, 0.3067], [0.4616, 0.8528, 1.2081], [0.8865, 0.6832, -1.1054], [-1.7305, -6.8798, -2.0843], [-2.3193, -5.5486, -1.3608], [-3.6327, -5.1296, -1.7047], [-1.3301, -4.5614, -1.0648], [-2.5794, -6.1558, 0.0772], [-1.9333, -6.3779, -3.5736], [-1.1163, -5.2448, -3.9069], [-3.2222, -6.5239, -4.1532], [-1.1523, -7.5574, -4.3386], [0.1900, 8.8793, -2.8093], [0.8677, 8.8730, -1.4574], [0.3957, 7.8051, -0.6272], [0.1509, 7.9858, 0.9236], [1.1236, 8.8561, 1.5811], [-1.3495, 8.4983, 0.9594], [-2.0310, 8.6469, 2.2128], [-3.0462, 7.5663, 2.4609], [-0.0016, 6.5111, 1.4298], [0.9510, 5.4424, 1.1946], [0.3069, 4.1084, 1.5374], [0.8087, 9.4708, -3.4869], [0.0420, 7.9073, -3.2753], [-0.7671, 9.3994, -2.7294], [1.9312, 8.7000, -1.6376], [0.7603, 9.8131, -0.9202], [-1.2841, 8.5753, 3.0092], [-2.4726, 9.6413, 2.2354], [-3.4854, 7.5465, 3.4564], [-3.7222, 7.3995, 1.6236], [-2.4946, 6.6135, 2.5147], [1.0754, 5.4973, 0.1119], [1.9066, 5.5631, 1.7015], [1.0477, 3.4378, 1.9760], [-0.5683, 4.0101, 2.1740], [0.0368, 3.6460, 0.5857], [1.4031, -8.9522, 4.9616], [2.1040, -7.9436, 4.0441], [1.1524, -7.0252, 3.5119], [1.3396, -5.5113, 3.1487], [1.0046, -5.1602, 1.7770], [0.4505, -4.7559, 4.1969], [0.5342, -4.9754, 5.6075], [1.5556, -4.1683, 6.3592], [2.8560, -5.2566, 3.5690], [3.4347, -3.9848, 3.3034], [4.6907, -4.1226, 2.4513], [0.5608, -8.5222, 5.4978], [1.0407, -9.8186, 4.4028], [2.1443, -9.3748, 5.6412], [2.8256, -7.4988, 4.7297], [2.5610, -8.4446, 3.1943], [-0.5008, -4.8982, 5.9506], [0.6867, -6.0454, 5.8148], [1.4709, -4.4465, 7.4109], [2.5482, -4.2628, 5.9307], [1.3047, -3.1027, 6.3710], [2.7918, -3.2015, 2.8995], [3.7991, -3.6108, 4.2668], [4.3533, -4.6870, 1.5654], [5.0909, -3.1973, 2.0480], [5.4290, -4.7823, 2.9016], [2.2958, 2.1171, -7.9328], [3.6760, 1.8379, -7.4014], [3.7222, 2.1117, -5.9822], [4.5327, 3.3502, -5.4338], [4.3400, 4.6112, -6.1521], [6.0114, 2.7647, -5.4373], [6.9942, 3.4260, -4.6489], [8.3371, 2.7230, -4.6760], [4.1899, 3.4288, -3.8946], [2.9850, 4.1438, -3.4553], [2.9247, 3.9070, -1.9475], [2.1378, 3.1944, -7.9799], [2.2704, 1.7771, -8.9734], [1.5428, 1.5613, -7.3830], [3.8807, 0.7633, -7.4531], [4.5031, 2.2826, -7.9553], [7.1733, 4.4696, -4.9221], [6.7050, 3.4494, -3.5948], [8.8653, 2.8432, -5.6260], [8.9745, 3.1200, -3.8887], [8.2445, 1.6390, -4.5758], [3.1365, 5.1964, -3.6920], [2.1861, 3.6757, -4.0282], [2.2599, 3.0537, -1.8240], [3.9004, 3.8663, -1.4815], [2.3356, 4.7217, -1.5191], [-0.8303, 2.2945, -4.9816], [-0.4960, 0.8902, -4.5167], [0.7304, 0.4836, -5.1593], [1.3770, -0.9254, -4.9057], [0.9267, -1.5442, -3.6517], [0.9799, -1.6679, -6.2351], [1.5006, -2.9768, -6.5805], [2.5487, -2.8801, -7.6738], [2.9374, -0.8111, -5.1389], [3.8062, -0.3158, -4.0782], [4.4763, -1.5213, -3.4410], [-1.9069, 2.4558, -4.9025], [-0.2942, 3.0875, -4.4606], [-0.5643, 2.4436, -6.0310], [-0.2948, 0.8769, -3.4440], [-1.3321, 0.2453, -4.8042], [2.0238, -3.3396, -5.6866], [0.6497, -3.6321, -6.7421], [2.0975, -2.5528, -8.6111], [3.2864, -2.1619, -7.3246], [2.9638, -3.8726, -7.8420], [4.6383, 0.1422, -4.6227], [3.5105, 0.4991, -3.4189], [4.7590, -2.2747, -4.1782], [5.4185, -1.2216, -2.9818], [3.8066, -2.0207, -2.7367], [-7.2227, -4.6942, 8.8619], [-5.9130, -5.3412, 8.5192], [-5.2291, -4.5443, 7.5543], [-3.6437, -4.6337, 7.4962], [-3.1440, -5.9832, 7.2410], [-3.2543, -3.5695, 6.4159], [-3.7131, -3.7576, 5.0304], [-3.2956, -2.5322, 4.2690], [-3.1615, -3.9566, 8.8373], [-2.1982, -4.6524, 9.6781], [-2.8553, -5.5607, 10.6940], [-7.0701, -3.8594, 9.5471], [-7.7779, -4.3158, 7.9984], [-7.9917, -5.3560, 9.2692], [-5.3669, -5.6252, 9.4225], [-6.0674, -6.3343, 8.0779], [-3.0818, -4.5877, 4.7067], [-4.7822, -3.9466, 5.0528], [-3.3863, -2.5568, 3.1861], [-3.9479, -1.6832, 4.5240], [-2.3217, -2.1755, 4.6025], [-1.4980, -5.1798, 9.0332], [-1.6873, -3.8423, 10.1942], [-2.2282, -5.4969, 11.5906], [-3.8380, -5.2693, 11.0653], [-2.9243, -6.6078, 10.4018], [-1.7210, 5.3753, -3.8526], [-1.7846, 5.0191, -2.3949], [-1.2924, 3.6511, -2.1996], [-2.2433, 2.6065, -1.5366], [-1.7464, 1.2301, -1.5162], [-2.5958, 3.2541, -0.1484], [-2.9293, 2.4355, 0.9873], [-4.3933, 2.1739, 1.1948], [-3.5652, 2.8219, -2.3805], [-4.5442, 1.8481, -2.7396], [-5.4088, 2.3374, -3.8830], [-2.0716, 6.4099, -3.9461], [-0.7148, 5.2853, -4.2546], [-2.4633, 4.8478, -4.4537], [-1.1286, 5.6266, -1.7686], [-2.7857, 5.1383, -1.9834], [-2.3968, 1.4841, 0.9557], [-2.5679, 2.9963, 1.8486], [-4.5541, 1.6456, 2.1392], [-5.0412, 3.0512, 1.2449], [-4.8593, 1.4852, 0.4806], [-4.1055, 0.9132, -3.1116], [-5.0746, 1.5881, -1.8203], [-4.7858, 2.3789, -4.7746], [-6.2320, 1.6304, -3.9873], [-5.8622, 3.3140, -3.7132]]}